Below is a 23-piece molecular cluster, C43H100O19 overall in a non-equilibrium geometry, with properties calculated with ωB97M-V with the def2-TZVPD basis set.

The geometry in XYZ format:
```
162
Properties=species:S:1:pos:R:3:lowdin_charge:R:1
C 6.7301 -0.8759 1.1486 -0.13
O 6.8713 0.1053 2.1867 -0.14
H 7.7120 -1.0977 0.8083 0.07
H 6.2832 -1.6600 1.7265 0.07
H 6.0954 -0.5369 0.3164 0.07
H 7.1796 0.9086 1.7296 0.07
C 0.9945 4.1849 -4.3482 -0.16
O -0.1685 4.8650 -3.9023 -0.17
H 1.1846 4.3960 -5.4306 0.09
H 1.7553 4.6813 -3.7227 0.07
H 1.0425 3.0428 -4.1814 0.08
H -0.9822 4.6222 -4.4174 0.06
C 0.8831 5.0832 -0.8433 -0.08
O 0.0673 4.2717 0.0957 -0.15
H 1.2152 5.9959 -0.3483 0.07
H 1.7994 4.5258 -1.1231 0.08
H 0.3168 5.4866 -1.6786 0.06
H 0.6655 3.8856 0.7526 0.04
C -1.2993 0.8025 -6.2823 -0.12
O -2.5940 1.2428 -5.8174 -0.14
H -1.1851 -0.2657 -6.3179 0.05
H -1.1979 1.0179 -7.3724 0.09
H -0.5504 1.2878 -5.6786 0.06
H -2.8092 0.9730 -4.9196 0.02
C -3.9220 -1.3409 2.0157 -0.15
O -3.6752 -1.4939 0.6359 -0.17
H -3.5637 -0.2870 2.2659 0.09
H -4.9301 -1.5534 2.3199 0.08
H -3.2489 -1.9774 2.5824 0.06
H -2.7881 -1.1451 0.3544 0.05
C 1.9275 3.3333 3.2431 -0.13
O 1.6422 2.5992 2.0736 -0.15
H 2.0015 2.6818 4.1155 0.06
H 2.8510 3.9186 3.1453 0.08
H 1.1814 4.1333 3.3789 0.09
H 1.6459 1.6820 2.3338 0.03
C 0.1275 -4.8488 6.7251 -0.18
O 1.1306 -4.3847 5.8807 -0.13
H -0.8075 -4.3237 6.6736 0.07
H -0.0736 -5.8915 6.4634 0.08
H 0.4613 -4.8706 7.7743 0.08
H 0.8287 -4.3510 4.9733 0.02
C 3.3334 -1.4305 -0.2775 -0.14
O 3.6432 -2.7717 0.1287 -0.17
H 4.0592 -1.0454 -1.0397 0.09
H 2.3487 -1.3317 -0.6231 0.05
H 3.6404 -0.7857 0.5901 0.08
H 3.3651 -3.4015 -0.6218 0.09
C -6.1879 0.8164 -0.5316 -0.12
O -5.1088 0.3031 -1.3032 -0.15
H -6.8301 -0.0968 -0.3281 0.10
H -5.9780 1.2162 0.4564 0.07
H -6.7372 1.5409 -1.1387 0.08
H -4.6650 -0.2893 -0.6895 0.05
C -2.0199 2.5714 2.3739 -0.11
O -3.1758 2.1375 1.6227 -0.15
H -1.1671 1.9439 2.0858 0.05
H -1.7732 3.5995 2.0842 0.07
H -2.3146 2.4642 3.4248 0.08
H -3.5776 2.9902 1.3793 0.05
C 3.4354 0.1252 4.3500 -0.12
O 2.6025 -0.0589 3.1801 -0.18
H 4.4956 0.1542 4.0289 0.08
H 3.1228 1.0549 4.8370 0.06
H 3.3499 -0.7070 5.0992 0.09
H 2.9276 -0.8877 2.7776 0.03
C 3.2608 -3.7352 3.7102 -0.12
O 3.3979 -2.5970 2.8765 -0.14
H 2.2443 -4.1399 3.8249 0.05
H 3.9500 -4.5364 3.4470 0.09
H 3.5621 -3.5799 4.7369 0.08
H 3.5834 -2.9123 1.9629 0.06
C -2.3220 2.9101 -1.9596 -0.12
O -1.3103 2.1813 -1.2932 -0.14
H -1.9496 3.8522 -2.2845 0.05
H -2.7557 2.3767 -2.8463 0.08
H -3.1803 3.0652 -1.1621 0.10
H -0.7425 2.8082 -0.7901 0.06
C -4.5396 5.5094 -0.6336 -0.12
O -3.4907 4.9452 0.1668 -0.14
H -4.0916 5.7706 -1.6256 0.09
H -5.3147 4.7606 -0.8849 0.09
H -4.9510 6.3579 -0.1704 0.06
H -2.7626 5.5436 0.1503 0.07
C -0.3138 -3.4169 2.3885 -0.17
O -0.8157 -4.4390 3.2293 -0.12
H -1.1264 -2.9085 1.7878 0.08
H 0.1089 -2.6889 3.0904 0.07
H 0.5330 -3.7146 1.7134 0.10
H -0.8318 -5.2911 2.7418 0.07
C -0.3033 -0.1939 1.0225 -0.15
O -1.3075 -0.1848 0.0503 -0.13
H 0.3464 0.6708 1.0371 0.06
H -0.6895 -0.2763 2.0276 0.06
H 0.3598 -1.0403 0.9679 0.07
H -1.3189 0.6929 -0.4020 0.05
C -4.8531 -0.5511 -4.1573 -0.17
O -3.8666 0.2884 -3.6638 -0.17
H -4.5822 -1.1089 -5.0711 0.09
H -5.0552 -1.3428 -3.3739 0.09
H -5.8175 -0.0581 -4.2956 0.08
H -4.1593 0.4699 -2.7516 0.04
C -3.7168 4.8135 -5.0830 -0.10
O -2.5091 4.3652 -5.8033 -0.18
H -3.7717 4.3415 -4.0964 0.05
H -3.5801 5.9138 -4.9346 0.09
H -4.5932 4.5209 -5.6597 0.08
H -2.5528 3.4815 -6.2635 0.08
C 3.9268 -4.4187 -3.1994 -0.15
O 2.8964 -4.0887 -2.3196 -0.16
H 4.2019 -5.5209 -3.0842 0.11
H 3.5784 -4.0916 -4.2120 0.10
H 4.8562 -3.9459 -2.9632 0.06
H 2.3082 -3.4247 -2.7526 0.09
C -2.5475 0.0883 5.4554 -0.08
C -2.4326 1.1069 6.4078 -0.11
C -1.2624 1.7085 6.7332 -0.10
C -0.1213 1.3069 6.0473 -0.09
C -0.1515 0.2812 5.1254 -0.07
C -1.3957 -0.2706 4.8015 -0.10
H -3.4797 -0.4024 5.2331 0.10
H -3.3699 1.2958 7.0032 0.12
H -1.2107 2.3920 7.5336 0.09
H 0.7829 1.7492 6.4483 0.10
H 0.7132 -0.0601 4.5529 0.08
H -1.3455 -1.0069 4.0252 0.07
C -0.3003 -5.2522 -0.9400 -0.09
C 0.2403 -6.4996 -0.4989 -0.07
C -0.5345 -7.2695 0.3744 -0.12
C -1.7338 -6.8463 0.8407 -0.13
C -2.2421 -5.6202 0.4228 -0.09
C -1.5313 -4.8306 -0.4984 -0.10
H 0.3309 -4.5764 -1.5874 0.10
H 1.2090 -6.8176 -0.8658 0.10
H -0.1319 -8.2656 0.6425 0.11
H -2.2357 -7.4717 1.5700 0.11
H -3.1779 -5.3184 0.7764 0.09
H -1.9656 -3.8377 -0.8111 0.12
C 0.1881 -0.7052 -2.9515 -0.08
C -0.9238 -1.4995 -3.2392 -0.06
C -0.8940 -2.3190 -4.3642 -0.11
C 0.1772 -2.3458 -5.1790 -0.13
C 1.2578 -1.5018 -4.9615 -0.12
C 1.2460 -0.6894 -3.8491 -0.12
H 0.2279 -0.0708 -2.0823 0.08
H -1.8110 -1.3775 -2.5843 0.11
H -1.7005 -2.9975 -4.5368 0.10
H 0.2816 -2.9424 -6.0918 0.11
H 2.1262 -1.3858 -5.6667 0.12
H 2.1049 -0.0400 -3.5792 0.09
C 3.3667 2.0033 -0.5633 -0.10
C 3.4232 2.1210 -1.9520 -0.10
C 4.5842 2.6208 -2.5627 -0.10
C 5.6958 2.9490 -1.7918 -0.08
C 5.5970 2.8862 -0.3762 -0.10
C 4.4617 2.3810 0.2314 -0.09
H 2.4533 1.5270 -0.1543 0.10
H 2.6077 1.8870 -2.6394 0.08
H 4.6072 2.6181 -3.6567 0.10
H 6.6015 3.3799 -2.2422 0.10
H 6.4201 3.1806 0.2874 0.10
H 4.2690 2.3698 1.3179 0.11
```

Values from the calculation:
Total energy = -85107.015 eV
E_LUMO = 0.504 eV
2S+1 = 1


Below is a 12-piece molecular cluster, C43H113N17O12 overall in a non-equilibrium geometry, with properties calculated with ωB97M-V with the def2-TZVPD basis set.

The geometry in XYZ format:
```
185
Properties=species:S:1:pos:R:3:lowdin_charge:R:1
C -1.4207 -1.0552 0.2234 -0.03
C -0.5139 -0.3674 -0.7863 -0.41
C 0.2313 -1.5148 -1.6009 0.00
C -1.4192 0.5637 -1.7060 -0.12
C -2.1247 1.7746 -1.0608 -0.14
C -0.9557 2.6306 -0.3855 -0.13
C 0.0133 1.8614 0.4768 -0.47
C 1.2209 2.8161 0.6554 -0.01
C -0.6835 1.5544 1.8242 -0.02
N 0.4237 0.5876 -0.1428 -0.11
O 1.4039 -0.1372 0.5132 -0.05
H -1.0074 -1.2288 1.2169 0.06
H -2.3706 -0.5560 0.4150 0.07
H -1.6782 -2.0723 -0.0720 0.07
H 0.9238 -1.0642 -2.3119 0.05
H 0.8890 -2.2202 -1.0930 0.07
H -0.5202 -1.9920 -2.2298 0.09
H -0.8094 0.9429 -2.5260 0.09
H -2.1110 0.0037 -2.3352 0.10
H -2.5288 2.4805 -1.7864 0.09
H -2.8620 1.5333 -0.2951 0.09
H -1.5462 3.3146 0.2241 0.11
H -0.4941 3.1913 -1.1983 0.11
H 2.0133 2.7562 -0.0907 0.07
H 1.7288 2.6479 1.6051 0.05
H 0.9770 3.8784 0.6595 0.09
H -0.8601 2.5156 2.3071 0.08
H -0.1255 0.9136 2.5068 0.08
H -1.6358 1.0296 1.7475 0.06
H 1.0265 -0.5327 1.3023 0.06
C 2.6834 2.1242 4.6644 -0.02
C 3.8534 1.1228 5.0931 -0.49
C 3.6630 0.7822 6.5600 -0.03
C 3.7567 -0.1035 4.2454 -0.16
C 4.1033 0.0687 2.7915 -0.19
C 5.5804 0.4180 2.7306 -0.13
C 5.8494 1.7818 3.5430 -0.44
C 7.3514 1.8055 3.7510 -0.06
C 5.4201 2.9410 2.5376 -0.02
N 5.1478 1.7882 4.8606 -0.12
O 5.2890 3.0092 5.4698 -0.01
H 2.6355 2.5691 3.6705 0.05
H 1.7349 1.6524 4.9210 0.07
H 2.6648 3.0489 5.2412 0.07
H 4.4798 0.0850 6.7466 0.09
H 3.7276 1.6434 7.2251 0.08
H 2.7380 0.2229 6.7005 0.09
H 4.0988 -0.9755 4.8028 0.13
H 2.7138 -0.4181 4.2079 0.11
H 3.9883 -0.8341 2.1918 0.10
H 3.5638 0.8821 2.3062 0.09
H 5.9143 0.3654 1.6943 0.11
H 6.1173 -0.3894 3.2287 0.11
H 7.6255 1.0946 4.5305 0.09
H 7.7036 2.8250 3.9081 0.08
H 7.9579 1.4734 2.9084 0.08
H 4.4121 2.8173 2.1417 0.05
H 6.0720 2.9891 1.6653 0.08
H 5.3781 3.8904 3.0714 0.07
H 6.1786 3.0363 5.8298 0.10
C -2.1652 -6.6430 -3.4514 -0.12
O -2.2809 -5.8669 -2.2905 -0.20
C -3.5315 -5.8909 -1.5542 -0.15
C -3.4845 -4.8689 -0.4225 -0.45
C -2.4162 -5.0897 0.5564 -0.07
N -4.7867 -4.7929 0.2543 0.05
H -1.7443 -7.6456 -3.3753 0.09
H -1.4282 -6.1573 -4.0911 0.08
H -3.1111 -6.6950 -3.9905 0.08
H -4.3711 -5.7172 -2.2272 0.12
H -3.6689 -6.8871 -1.1336 0.13
H -3.3190 -3.8357 -0.7278 0.13
H -1.4223 -4.8237 0.1963 0.08
H -2.2970 -6.1182 0.8971 0.10
H -2.6272 -4.5196 1.4611 0.06
H -4.6060 -5.1704 1.1734 0.06
H -5.5004 -5.3999 -0.1229 0.07
C 4.2839 3.6636 -2.6272 -0.10
O 3.0300 3.2049 -3.1427 -0.26
C 2.9820 3.2666 -4.6141 -0.13
C 1.9227 2.2218 -5.1755 -0.40
C 0.5930 2.6598 -4.5537 -0.07
N 2.1494 0.8115 -4.9818 0.05
H 4.2624 3.6944 -1.5378 0.09
H 4.4619 4.6456 -3.0654 0.09
H 5.1437 3.0475 -2.8904 0.09
H 2.8089 4.2584 -5.0319 0.12
H 4.0145 3.0445 -4.8837 0.11
H 1.8254 2.2331 -6.2611 0.13
H 0.6279 2.8759 -3.4859 0.06
H -0.1972 1.9230 -4.6978 0.07
H 0.2202 3.6016 -4.9564 0.08
H 2.4008 0.5680 -4.0343 0.04
H 2.9933 0.6456 -5.5113 0.07
C -6.1415 4.6992 -4.3444 -0.10
O -6.0492 3.3057 -4.0889 -0.22
C -6.1773 2.4456 -5.2026 -0.20
C -5.5681 1.0356 -4.7804 -0.41
C -4.0667 1.2781 -4.5817 -0.06
N -5.9110 -0.0974 -5.6382 0.04
H -5.7783 5.3466 -3.5463 0.09
H -7.1728 4.8726 -4.6518 0.09
H -5.5435 5.0033 -5.2035 0.08
H -7.2179 2.5032 -5.5217 0.12
H -5.5864 2.8122 -6.0419 0.11
H -5.9471 0.8633 -3.7730 0.13
H -3.6831 1.6550 -5.5299 0.08
H -3.4375 0.4820 -4.1839 0.07
H -3.9554 2.0350 -3.8053 0.06
H -5.4960 0.0887 -6.5400 0.07
H -6.8936 0.0269 -5.8361 0.06
C 6.8838 -2.3919 -3.3472 -0.15
O 5.8147 -3.1795 -2.9963 -0.17
C 4.7470 -2.6573 -3.7848 -0.17
C 3.6105 -3.6156 -3.3308 -0.44
C 2.5114 -3.7671 -4.3676 -0.05
N 3.1382 -3.2813 -2.0350 0.04
H 7.0626 -2.4320 -4.4217 0.09
H 7.8060 -2.7998 -2.9335 0.09
H 6.7997 -1.4054 -2.8915 0.08
H 4.5398 -1.6416 -3.4480 0.12
H 4.8400 -2.8325 -4.8566 0.12
H 4.0224 -4.6247 -3.3436 0.14
H 2.8904 -3.7014 -5.3875 0.08
H 2.0159 -2.7962 -4.3651 0.07
H 1.8176 -4.5837 -4.1683 0.07
H 3.9133 -2.9757 -1.4640 0.07
H 2.6779 -2.3873 -2.1293 0.05
C -5.4344 3.5669 -0.4806 -0.09
O -4.7006 4.2225 0.5672 -0.21
C -5.0251 3.8192 1.9137 -0.16
C -4.9382 5.2196 2.5459 -0.44
C -3.5747 5.8670 2.4760 -0.06
N -5.3284 5.1212 3.9417 0.02
H -6.1722 4.2115 -0.9584 0.08
H -6.0579 2.7177 -0.2011 0.09
H -4.7965 3.1803 -1.2755 0.06
H -6.0349 3.4089 1.9203 0.11
H -4.4545 3.0097 2.3690 0.11
H -5.7067 5.8712 2.1300 0.15
H -2.7552 5.4834 3.0837 0.07
H -3.6695 6.9127 2.7684 0.08
H -3.2920 5.8254 1.4241 0.07
H -4.8248 4.4239 4.4712 0.06
H -6.3264 4.9731 3.8936 0.07
N -2.4138 2.1859 4.9554 0.18
C -2.8896 0.9609 4.8185 -0.74
N -2.9940 0.4608 6.0068 0.17
O -3.3285 0.4103 3.8274 0.02
H -2.0825 2.4720 5.8656 0.11
H -2.4643 2.8350 4.1832 0.10
H -3.4303 -0.4056 6.2880 0.12
H -2.6601 1.0550 6.7521 0.11
N 3.2584 0.7156 -1.8749 0.20
C 4.3106 0.1909 -1.2926 -0.78
N 3.9363 -0.6921 -0.4046 0.18
O 5.4468 0.4110 -1.6066 0.05
H 3.3287 1.5387 -2.4561 0.06
H 2.3555 0.5810 -1.4426 0.08
H 4.7806 -1.0486 0.0198 0.11
H 3.0998 -0.5675 0.1476 0.06
N 0.5410 -4.4248 3.3500 0.18
C 0.2377 -3.1923 3.2083 -0.77
N -1.0056 -2.9779 3.6039 0.18
O 0.9206 -2.3639 2.6314 0.03
H -0.0924 -5.0372 3.8437 0.12
H 1.1026 -4.7815 2.5901 0.11
H -1.5756 -3.6632 4.0788 0.11
H -1.4221 -2.1216 3.2673 0.10
N -4.7276 -2.0686 4.5238 0.15
C -4.5508 -3.0115 3.6102 -0.75
N -4.5176 -2.4606 2.3823 0.18
O -4.4734 -4.2044 3.8342 0.02
H -4.8530 -2.4441 5.4530 0.11
H -4.2978 -1.1759 4.3276 0.04
H -4.4369 -1.4606 2.2656 0.10
H -4.3589 -3.1484 1.6599 0.05
N 2.3420 -5.1938 0.1394 0.17
C 1.4861 -5.9300 -0.5042 -0.79
N 1.0479 -5.3896 -1.5744 0.19
O 1.0917 -7.0543 -0.1306 -0.02
H 2.9040 -4.5435 -0.3910 0.07
H 2.7222 -5.4602 1.0364 0.11
H 1.6784 -4.6671 -1.8915 0.05
H 0.2602 -5.6598 -2.1459 0.11
```

Values from the calculation:
Structure (SMILES) = CC1(C)CCCC(C)(C)N1O.CC1(C)CCCC(C)(C)N1O.COC[C@H](C)N.COC[C@H](C)N.COC[C@H](C)N.COC[C@H](C)N.COC[C@H](C)N.NC(N)=O.NC(N)=O.NC(N)=O.NC(N)=O.NC(N)=O
Total energy = -96321.115 eV
Energy relative to the best compared isomer or geometry (same formula, charge and spin) = 0.0 kJ/mol
E_LUMO = 0.069 eV
2S+1 = 1


Number 1: HOMO-LUMO gap 9.70 eV. Number 2: HOMO-LUMO gap 7.94 eV.